# C4H4Br12

C4H4Br12 as an isolated structure at a distorted geometry (wB97M-V/def2-TZVPD, the Open Molecules 2025 dataset).

```
20
Properties=species:S:1:pos:R:3:mulliken_charge:R:1
C -2.19 3.23 0.11 -0.21
Br -3.02 1.53 -0.27 -0.01
Br -3.09 4.00 1.69 -0.06
Br -2.38 4.53 -1.34 0.00
H -1.16 3.04 0.38 0.29
C -0.55 -1.27 1.01 0.34
Br 0.21 0.44 0.41 0.04
Br -1.49 -2.27 -0.38 -0.02
Br -1.68 -1.08 2.58 0.01
H 0.34 -1.84 1.25 -0.35
C -0.11 1.11 -3.04 0.24
Br 0.15 -0.68 -3.81 -0.05
Br -0.95 2.22 -4.35 -0.01
Br 1.62 1.84 -2.54 -0.01
H -0.78 0.95 -2.20 -0.18
C 3.13 -3.23 2.15 -0.37
Br 2.07 -4.80 2.56 0.02
Br 2.79 -1.67 3.31 -0.02
Br 2.89 -2.75 0.24 -0.02
H 4.20 -3.32 2.22 0.38
```

Output
F_max: 1.38 eV/A
LUMO: -0.55 eV
Energy above the lowest of the compared OMol25 structures with the same formula, charge and spin: 4.9 kJ/mol
Orbital gap: 9.55 eV
Net charge: 0


# C4H4BrCl

A 3-piece molecular cluster, C4H4BrCl overall at a distorted geometry (wB97M-V/def2-TZVPD, the Open Molecules 2025 dataset).

```
10
Properties=species:S:1:pos:R:3:mulliken_charge:R:1
C 1.66 1.53 -0.78 -0.16
C 0.90 1.97 0.03 -0.06
Cl -0.31 2.46 1.02 -0.12
H 2.44 0.90 -1.13 0.34
C -0.12 -1.70 -0.20 -0.39
C 1.09 -1.82 -0.17 -0.53
H -1.16 -1.69 -0.31 0.51
H 2.11 -1.74 0.03 0.43
Br -2.69 0.07 1.01 -0.21
H -3.92 0.01 0.51 0.20
```

Output
F_max: 3.06 eV/A
LUMO: 0.57 eV
Structure (SMILES): C#CCl.C#C.Br
Energy above the lowest of the compared OMol25 structures with the same formula, charge and spin: 324.5 kJ/mol
Orbital gap: 10.49 eV
Net charge: 0


# C4H4BrCl

A single C4H4BrCl molecule at a distorted geometry (wB97M-V/def2-TZVPD, the Open Molecules 2025 dataset).

```
10
Properties=species:S:1:pos:R:3:mulliken_charge:R:1
C -0.76 1.79 -0.12 -0.92
C 0.22 0.90 0.01 0.48
Cl 1.81 1.27 -0.52 -0.17
C -0.27 -0.72 0.21 -0.17
C 0.66 -1.62 0.07 -0.43
Br 0.25 -3.50 0.28 -0.18
H -0.57 2.75 -0.35 0.32
H -1.74 1.67 0.11 0.31
H -1.27 -1.00 0.18 0.33
H 1.68 -1.54 0.12 0.43
```

Output
F_max: 5.47 eV/A
LUMO: 0.67 eV
Structure (SMILES): C=C(Cl)/C=C/Br
Energy above the lowest of the compared OMol25 structures with the same formula, charge and spin: 57.3 kJ/mol
Orbital gap: 10.04 eV
Net charge: 0


# C4H4BrFOS

C4H4BrFOS as an isolated structure at a distorted geometry (wB97M-V/def2-TZVPD, the Open Molecules 2025 dataset).

```
12
Properties=species:S:1:pos:R:3:mulliken_charge:R:1
C 0.77 1.25 0.42 -0.35
C 0.83 1.45 1.73 0.40
C 0.68 -0.16 -0.01 -0.32
C 0.26 -0.84 1.26 0.19
O -1.84 -0.67 1.18 -0.64
F 0.89 2.59 2.37 -0.27
S 0.60 0.03 2.68 -0.10
Br 0.33 -2.67 1.49 0.00
H 0.67 2.21 -0.24 0.24
H 0.09 -0.27 -0.93 0.29
H 1.62 -0.74 -0.37 0.28
H -2.09 0.10 1.70 0.26
```

Output
F_max: 3.96 eV/A
LUMO (spin up / spin down): -0.29 / -0.29 eV
Energy above the lowest of the compared OMol25 structures with the same formula, charge and spin: 219.0 kJ/mol
Orbital gap (spin up / spin down): 8.54 / 8.55 eV
Net charge: 0


# C4H4BrN

C4H4BrN as an isolated structure at a distorted geometry (wB97M-V/def2-TZVPD, the Open Molecules 2025 dataset).

```
10
Properties=species:S:1:pos:R:3:mulliken_charge:R:1
C -3.92 0.15 1.54 0.05
C -1.49 0.61 0.16 -0.49
C -0.86 -0.30 0.93 0.27
C 0.33 -0.09 -0.12 -0.71
N -4.13 0.03 2.64 -0.34
Br -0.81 -1.34 2.48 -0.01
H -4.24 0.09 0.54 0.33
H 1.22 0.13 0.51 0.31
H 0.42 -1.04 -0.50 0.30
H 0.13 0.67 -0.83 0.30
```

Output
F_max: 4.03 eV/A
LUMO: 0.01 eV
Energy above the lowest of the compared OMol25 structures with the same formula, charge and spin: 461.8 kJ/mol
Orbital gap: 9.71 eV
Net charge: 0


# C4H4BrN

C4H4BrN as an isolated structure at a distorted geometry (wB97M-V/def2-TZVPD, the Open Molecules 2025 dataset).

```
10
Properties=species:S:1:pos:R:3:mulliken_spin:R:1
C 1.37 0.25 0.42 0.56
C 0.16 -0.24 0.10 0.56
C -0.04 1.67 0.22 0.48
C -0.75 -1.27 -0.32 -0.03
N 1.17 1.71 0.54 0.22
Br -1.44 2.72 0.00 0.08
H 2.47 -0.15 0.43 0.01
H -0.50 -1.62 -1.45 0.10
H -1.89 -0.99 -0.22 0.01
H -0.54 -2.07 0.27 0.01
```

Output
F_max: 8.44 eV/A
LUMO (spin up / spin down): 0.75 / -2.04 eV
Energy above the lowest of the compared OMol25 structures with the same formula, charge and spin: 245.2 kJ/mol
Orbital gap (spin up / spin down): 6.81 / 6.63 eV
Net charge: 0
Spin multiplicity: 3


# C4H4BrNO

A single C4H4BrNO molecule at a distorted geometry (wB97M-V/def2-TZVPD, the Open Molecules 2025 dataset).

```
11
Properties=species:S:1:pos:R:3:mulliken_charge:R:1
C 0.61 -0.77 0.06 -1.17
C 0.06 0.57 -0.01 0.72
N 0.68 1.61 -0.32 -0.41
O -0.13 2.70 -0.11 -0.15
C -1.45 2.34 0.17 -0.14
C -1.61 1.01 0.27 -0.15
Br -3.02 -0.33 0.00 -0.11
H 0.56 -1.41 0.89 0.35
H 0.08 -1.36 -0.64 0.31
H 1.66 -0.66 -0.23 0.32
H -2.08 3.17 0.39 0.44
```

Output
F_max: 5.51 eV/A
LUMO: 0.33 eV
Structure (SMILES): Cc1nocc1Br
Energy above the lowest of the compared OMol25 structures with the same formula, charge and spin: 275.2 kJ/mol
Orbital gap: 9.93 eV
Net charge: 0


# C4H4Cl2

A 2-piece molecular cluster, C4H4Cl2 overall at a distorted geometry (wB97M-V/def2-TZVPD, the Open Molecules 2025 dataset).

```
10
Properties=species:S:1:pos:R:3:mulliken_charge:R:1
C 1.26 -1.69 -1.10 -0.37
C 1.31 -0.49 -0.92 0.15
C -0.58 0.20 1.33 -0.49
C 1.17 0.79 -0.47 -0.49
Cl -0.38 -1.48 1.31 -0.09
Cl 2.44 1.61 0.35 -0.14
H 1.33 -2.67 -1.47 0.42
H -1.51 0.55 0.92 0.32
H -0.13 0.70 2.16 0.30
H 0.45 1.45 -0.94 0.40
```

Output
F_max: 1.72 eV/A
LUMO (spin up / spin down): -0.51 / -0.10 eV
Energy above the lowest of the compared OMol25 structures with the same formula, charge and spin: 374.9 kJ/mol
Orbital gap (spin up / spin down): 7.89 / 8.06 eV
Net charge: 0


# C4H4Cl2F2

A single C4H4Cl2F2 molecule at a distorted geometry (wB97M-V/def2-TZVPD, the Open Molecules 2025 dataset).

```
12
Properties=species:S:1:pos:R:3:mulliken_charge:R:1
C -0.31 1.02 1.10 -1.24
C -0.49 0.07 -0.08 0.56
Cl -2.15 -0.13 -0.54 -0.19
C 0.27 -1.24 -0.17 -0.44
F 1.07 -1.58 0.86 -0.28
C 0.61 -0.10 -1.10 0.59
F 1.71 0.68 -0.91 -0.25
Cl 0.28 -0.27 -2.81 -0.16
H -0.96 0.70 1.92 0.38
H -0.48 2.06 0.83 0.33
H 0.67 0.83 1.57 0.30
H -0.23 -2.05 -0.65 0.41
```

Output
F_max: 1.62 eV/A
LUMO: 0.77 eV
Structure (SMILES): C[C@]1(Cl)[C@H](F)[C@@]1(F)Cl
Energy above the lowest of the compared OMol25 structures with the same formula, charge and spin: 82.0 kJ/mol
Orbital gap: 11.33 eV
Net charge: 0


# C4H4Cl2N3O2

C4H4Cl2N3O2 as an isolated structure at a distorted geometry (wB97M-V/def2-TZVPD, the Open Molecules 2025 dataset).

```
15
Properties=species:S:1:pos:R:3:mulliken_charge:R:1
C -1.21 2.37 1.06 0.53
C -2.40 0.83 -1.41 0.60
C -0.62 -0.18 -2.81 -0.08
C 0.43 3.22 2.83 -0.09
N -0.47 2.32 -0.03 -0.48
N -0.19 2.23 2.37 0.13
N -1.59 0.09 -1.99 -0.15
O -2.35 2.53 1.29 -0.43
O -3.31 1.00 -0.76 -0.23
Cl -1.47 2.85 -1.37 -0.04
Cl 0.10 0.65 2.75 0.07
H -0.85 -0.23 -3.83 0.31
H 0.25 -0.67 -2.34 0.27
H 0.15 4.17 2.53 0.30
H 1.21 3.17 3.56 0.29
```

Output
F_max: 3.72 eV/A
LUMO (spin up / spin down): -6.14 / -6.14 eV
Energy above the lowest of the compared OMol25 structures with the same formula, charge and spin: 441.9 kJ/mol
Orbital gap (spin up / spin down): 7.03 / 7.03 eV
Net charge: +1


# C4H4ClF

A single C4H4ClF molecule at a distorted geometry (wB97M-V/def2-TZVPD, the Open Molecules 2025 dataset).

```
10
Properties=species:S:1:pos:R:3:mulliken_charge:R:1
F -1.80 -1.76 -1.57 -0.24
C -0.55 -1.16 -1.44 -0.14
C -0.65 -0.20 -0.48 -0.13
C 0.53 0.27 0.31 -0.24
C 0.94 1.29 1.16 -0.17
Cl -0.25 2.59 1.70 -0.19
H 0.40 -1.49 -1.87 0.36
H -1.73 0.11 -0.14 0.25
H 1.28 -0.49 0.25 0.25
H 1.83 0.85 2.06 0.25
```

Output
F_max: 4.67 eV/A
LUMO: -0.15 eV
Structure (SMILES): F/C=C/C=C\Cl
Energy above the lowest of the compared OMol25 structures with the same formula, charge and spin: 214.0 kJ/mol
Orbital gap: 8.99 eV
Net charge: 0


# C4H4ClFN2

A single C4H4ClFN2 molecule at a distorted geometry (wB97M-V/def2-TZVPD, the Open Molecules 2025 dataset).

```
12
Properties=species:S:1:pos:R:3:mulliken_charge:R:1
F -0.38 1.43 -1.26 -0.28
C 0.02 0.45 -0.43 0.85
Cl 1.24 1.22 0.62 -0.17
C 0.56 -0.78 -0.99 -0.44
N -0.14 -1.79 -0.70 -0.30
N -1.14 -1.53 0.12 -0.32
C -0.69 -0.94 1.49 -0.45
C -1.11 -0.04 0.30 -0.18
H 1.47 -0.80 -1.52 0.45
H 0.52 -1.11 1.61 0.21
H -1.33 -1.11 2.35 0.28
H -2.05 0.60 0.19 0.36
```

Output
F_max: 4.76 eV/A
LUMO: 0.33 eV
Structure (SMILES): F[C@]1(Cl)C=NN2C[C@H]21
Energy above the lowest of the compared OMol25 structures with the same formula, charge and spin: 252.8 kJ/mol
Orbital gap: 10.00 eV
Net charge: 0


# C4H4ClI2NO2

A single C4H4ClI2NO2 molecule (wB97M-V/def2-TZVPD, the Open Molecules 2025 dataset).

```
14
Properties=species:S:1:pos:R:3:mulliken_charge:R:1
C -0.28 -1.07 -2.13 -1.34
C -0.17 -0.08 -1.01 0.59
I -1.59 1.46 -1.09 0.10
C 0.71 -0.09 -0.02 -0.48
I 2.17 -1.62 0.09 0.06
N 0.84 0.85 1.03 -0.02
Cl 1.54 2.34 0.59 -0.01
C -0.17 0.94 2.00 0.58
O -0.38 1.91 2.66 -0.51
O -0.82 -0.24 2.09 -0.40
H 0.38 -0.77 -2.94 0.30
H -1.30 -1.09 -2.51 0.39
H -0.02 -2.07 -1.79 0.41
H -0.91 -0.46 3.03 0.34
```

Output
F_max: 0.92 eV/A
LUMO: -0.12 eV
Structure (SMILES): C/C(I)=C(\I)N(Cl)C(=O)O
Orbital gap: 9.02 eV
Net charge: 0


# C4H4ClN

A single C4H4ClN molecule at a distorted geometry (wB97M-V/def2-TZVPD, the Open Molecules 2025 dataset).

```
10
Properties=species:S:1:pos:R:3:mulliken_charge:R:1
Cl -1.98 0.70 2.78 -0.12
N -0.94 0.82 1.43 -0.30
C -0.44 -0.24 0.96 -0.01
C 0.56 -0.29 -0.15 -0.37
C 0.73 0.75 -1.22 -0.33
C 0.27 -0.39 -1.65 -0.37
H -0.62 -1.22 1.42 0.39
H 1.44 -0.83 0.21 0.35
H 1.07 1.74 -1.39 0.37
H -0.10 -1.04 -2.40 0.39
```

Output
F_max: 1.71 eV/A
LUMO: 0.98 eV
Structure (SMILES): Cl/N=C/C1C=C1
Energy above the lowest of the compared OMol25 structures with the same formula, charge and spin: 369.4 kJ/mol
Orbital gap: 10.87 eV
Net charge: 0


# C4H4ClN

A single C4H4ClN molecule at a distorted geometry (wB97M-V/def2-TZVPD, the Open Molecules 2025 dataset).

```
10
Properties=species:S:1:pos:R:3:mulliken_charge:R:1
C 0.80 1.00 0.71 -0.27
C 0.77 -0.46 0.48 -0.44
C -0.18 1.77 0.36 -0.33
C -0.08 -1.03 -0.40 0.15
N -1.09 -0.31 -0.65 -0.45
Cl -2.25 -0.75 -1.82 -0.12
H 1.56 1.25 1.38 0.36
H 1.17 -1.10 1.28 0.30
H -0.89 1.56 -0.42 0.39
H 0.19 -1.92 -0.92 0.42
```

Output
F_max: 3.58 eV/A
LUMO (spin up / spin down): -1.32 / -0.47 eV
Energy above the lowest of the compared OMol25 structures with the same formula, charge and spin: 589.0 kJ/mol
Orbital gap (spin up / spin down): 7.30 / 7.94 eV
Net charge: 0


# C4H4ClNO2

A 2-piece molecular cluster, C4H4ClNO2 overall at a distorted geometry (wB97M-V/def2-TZVPD, the Open Molecules 2025 dataset).

```
12
Properties=species:S:1:pos:R:3:mulliken_charge:R:1
C 1.19 -0.26 -0.03 0.09
C 0.19 -1.25 -0.07 -0.24
C -1.02 -0.46 -0.14 0.12
C -0.64 0.88 -0.12 0.07
H 2.37 -1.65 0.76 0.40
H 0.17 -2.39 -0.02 0.31
H -2.33 1.73 -0.55 0.38
H 1.11 1.91 0.28 0.31
N 0.66 0.98 -0.03 -0.01
O 2.45 -0.58 -0.14 -0.59
O -1.42 1.97 0.05 -0.60
Cl -2.73 -0.89 -0.01 -0.25
```

Output
F_max: 6.34 eV/A
LUMO: -0.61 eV
Energy above the lowest of the compared OMol25 structures with the same formula, charge and spin: 367.7 kJ/mol
Orbital gap: 6.64 eV
Net charge: 0


# C4H4ClNOS

A single C4H4ClNOS molecule at a distorted geometry (wB97M-V/def2-TZVPD, the Open Molecules 2025 dataset).

```
12
Properties=species:S:1:pos:R:3:mulliken_charge:R:1
C -1.68 0.06 0.49 -0.76
C -0.55 0.47 1.05 0.32
Cl -0.35 1.85 2.06 -0.17
C 0.72 -0.22 0.65 -0.14
O 0.53 -1.45 -0.10 -0.25
N 0.44 -1.16 -1.46 -0.37
C 1.06 -0.06 -1.72 0.00
S 1.74 0.84 -0.42 -0.09
H -2.63 0.64 0.69 0.24
H -1.67 -0.85 -0.06 0.38
H 1.28 -0.45 1.57 0.45
H 1.10 0.34 -2.74 0.39
```

Output
F_max: 2.65 eV/A
LUMO: 0.63 eV
Structure (SMILES): C=C(Cl)[C@H]1ON=CS1
Energy above the lowest of the compared OMol25 structures with the same formula, charge and spin: 217.7 kJ/mol
Orbital gap: 9.83 eV
Net charge: 0


# C4H4ClNOS

A single C4H4ClNOS molecule (wB97M-V/def2-TZVPD, the Open Molecules 2025 dataset).

```
12
Properties=species:S:1:pos:R:3:mulliken_charge:R:1
S 0.83 -1.70 2.51 -0.22
C 0.57 -1.02 0.90 0.37
C -0.17 0.14 0.54 -0.02
C -0.01 0.18 -0.79 -0.12
C -0.48 1.10 -1.90 -0.25
Cl -1.49 2.40 -1.26 -0.19
O 0.77 -0.83 -1.21 -0.13
N 1.14 -1.61 -0.11 -0.46
H -0.13 -0.95 3.11 0.13
H -0.75 0.80 1.17 0.34
H 0.38 1.55 -2.40 0.28
H -1.06 0.51 -2.63 0.28
```

Output
F_max: 0.91 eV/A
LUMO: 0.67 eV
Structure (SMILES): Sc1cc(CCl)on1
Energy above the lowest of the compared OMol25 structures with the same formula, charge and spin: 107.5 kJ/mol
Orbital gap: 10.06 eV
Net charge: 0


# C4H4ClOPS

A 2-piece molecular cluster, C4H4ClOPS overall at a distorted geometry (wB97M-V/def2-TZVPD, the Open Molecules 2025 dataset).

```
12
Properties=species:S:1:pos:R:3:mulliken_charge:R:1
C -2.08 0.72 0.16 -0.28
C -0.78 1.00 0.66 -0.60
C -2.15 -0.47 -0.50 -0.51
C 0.08 0.00 0.37 0.16
O 3.06 -1.56 0.15 -0.40
P 2.77 -0.11 0.77 0.51
S -0.63 -1.29 -0.52 -0.14
Cl 3.23 1.07 -0.80 -0.16
H -2.91 1.38 0.28 0.35
H -0.51 1.89 1.20 0.35
H -2.99 -0.92 -0.97 0.37
H 2.90 -1.70 -0.79 0.34
```

Output
F_max: 3.59 eV/A
LUMO: -0.60 eV
Energy above the lowest of the compared OMol25 structures with the same formula, charge and spin: 135.8 kJ/mol
Orbital gap: 8.06 eV
Net charge: 0


# C4H4CuO

C4H4CuO as an isolated structure at a distorted geometry (wB97M-V/def2-TZVPD, the Open Molecules 2025 dataset).

```
10
Properties=species:S:1:pos:R:3:mulliken_spin:R:1
O 0.19 -1.67 1.06 0.00
C -0.35 -0.51 1.19 -0.01
C -0.43 0.35 0.03 0.00
C 0.62 0.92 -0.98 0.08
C -0.46 0.01 -1.39 0.73
H -0.43 1.07 1.11 0.12
H -1.17 -0.39 1.93 -0.01
H 1.65 0.56 -0.85 0.02
H 0.55 2.00 -1.15 0.02
Cu -0.18 -2.34 -0.95 0.06
```

Output
F_max: 6.84 eV/A
LUMO (spin up / spin down): -0.81 / -0.79 eV
Energy above the lowest of the compared OMol25 structures with the same formula, charge and spin: 396.1 kJ/mol
Orbital gap (spin up / spin down): 6.04 / 7.64 eV
Net charge: 0
Spin multiplicity: 2


Which molecular weight belongs to each record? In order, 1010.92; 167.43; 167.43; 199.04; 145.99; 145.99; 161.99; 122.98; 160.98; 197.00; 106.53; 134.54; 387.34; 101.54; 101.54; 133.53; 149.60; 149.60; 166.57; 131.62 g mol⁻¹.